Entry w
# C4H10NO

An isolated ion of composition C4H10NO and charge -1 (ωB97M-V/def2-TZVPD, OMol25).

Last column: Löwdin charge in e.
Positions of all 16 atoms, in Å:
1 H 0.196 -0.180 -2.817  0.061
2 C -1.278 0.860 -0.321  -0.094
3 C -0.203 -0.175 -0.031  -0.435
4 H 1.767 -0.223 -0.268  0.077
5 H -0.593 -1.171 -0.272  0.120
6 H 0.682 0.960 1.430  0.084
7 H 2.023 -0.374 -2.482  0.060
8 N 1.003 0.103 -0.852  -0.122
9 C 0.210 -0.073 1.478  -0.548
10 H -0.948 1.859 -0.040  0.070
11 H 0.928 -1.627 -2.143  0.062
12 O -0.823 -0.154 2.314  -0.348
13 H -2.203 0.524 0.141  0.063
14 H -1.426 0.882 -1.411  0.049
15 C 0.992 -0.521 -2.163  -0.174
16 H 1.079 -0.763 1.676  0.074

- M: 88.130 g/mol
- Multiplicity: 1
- HOMO energy: -2.2 eV
- Structure (SMILES): CN[C@H](C)C[O-]
- HOMO-LUMO gap: 6.2 eV
- Total charge: -1

=====

Entry x
# C4H10NO

A 2-piece molecular cluster, C4H10NO overall (ωB97M-V/def2-TZVPD, OMol25).

Last column: Löwdin charge in e.
Positions of all 16 atoms, in Å:
1 H 1.438 0.682 -2.641  0.038
2 C -2.627 -0.515 1.050  -0.124
3 H -0.710 0.176 1.662  0.011
4 H -2.233 -1.067 0.202  0.023
5 H -2.200 0.702 2.702  0.031
6 H 0.794 -1.315 -0.581  0.097
7 O 1.094 0.398 1.348  -0.371
8 H 2.651 0.295 -0.035  0.073
9 C 0.812 -0.288 -0.954  -0.323
10 N 1.360 -0.277 -2.318  -0.046
11 C -1.811 0.162 1.846  -0.080
12 H -0.227 0.051 -0.989  0.087
13 H -3.705 -0.557 1.182  0.016
14 H 1.491 1.624 -0.275  0.077
15 C 1.564 0.560 0.093  -0.544
16 H 2.309 -0.632 -2.291  0.036

- M: 88.130 g/mol
- Multiplicity: 1
- HOMO energy: -2.6 eV
- HOMO-LUMO gap: 7.0 eV
- Total charge: -1

=====

Entry y
# C4H10NO

An isolated ion of composition C4H10NO and charge -1 (ωB97M-V/def2-TZVPD, OMol25).

Last column: Löwdin charge in e.
Positions of all 16 atoms, in Å:
1 N 1.213 1.515 0.499  -0.005
2 H 2.503 0.141 0.159  0.059
3 H -2.461 -0.140 -0.853  0.044
4 H 1.136 -1.402 1.326  0.124
5 C 0.597 -0.968 0.336  -0.244
6 O -1.416 1.721 -0.238  -0.437
7 H -1.509 -1.676 0.080  0.091
8 C -1.482 0.303 -0.673  -0.424
9 H 0.255 1.592 0.073  0.004
10 H -0.984 0.243 -1.803  0.114
11 C 1.476 0.219 -0.130  -0.343
12 H 0.931 1.289 1.356  -0.017
13 H -1.342 -0.425 1.294  0.095
14 H 1.467 0.141 -1.281  0.115
15 C -0.911 -0.742 0.326  -0.284
16 H 0.527 -1.811 -0.472  0.107

- M: 88.130 g/mol
- Multiplicity: 1
- HOMO energy: -2.8 eV
- Structure (SMILES): NCCCC[O-]
- HOMO-LUMO gap: 7.0 eV
- Total charge: -1

=====

In order of decreasing stability: entry w, entry x, entry y.

=====

Entry w
# C4H10NO

An isolated ion of composition C4H10NO and charge -1 (ωB97M-V/def2-TZVPD, OMol25).

Last column: Löwdin charge in e.
Positions of all 16 atoms, in Å:
1 H 1.426 -0.293 1.650  0.053
2 H -0.195 2.880 -1.233  0.053
3 C -0.061 2.123 -0.454  -0.144
4 H 1.928 -0.535 -0.075  0.056
5 C -1.091 -1.605 -0.189  -0.508
6 H 0.943 2.186 -0.010  0.062
7 C -0.203 -0.200 0.249  -0.410
8 H -1.911 -1.103 -0.704  0.054
9 H 0.583 0.453 -1.436  0.078
10 N -0.234 0.701 -0.886  -0.121
11 O -1.460 -2.271 0.899  -0.363
12 H -0.345 -2.090 -0.869  0.070
13 H -0.823 2.277 0.304  0.062
14 C 1.166 -0.758 0.679  -0.108
15 H -0.828 0.041 1.101  0.110
16 H 1.105 -1.805 0.974  0.056

- M: 88.130 g/mol
- Multiplicity: 1
- HOMO energy: -1.9 eV
- Structure (SMILES): CN[C@H](C)C[O-]
- HOMO-LUMO gap: 5.8 eV
- Total charge: -1

=====

Entry x
# C4H10NO

C4H10NO as an isolated structure (ωB97M-V/def2-TZVPD, OMol25).

Last column: Löwdin charge in e.
Positions of all 16 atoms, in Å:
1 C 0.890 -0.956 2.215  -0.323
2 C 0.560 0.239 -2.418  -0.090
3 H 0.136 -1.741 2.015  0.058
4 C -1.641 0.754 0.436  -0.207
5 H 0.418 -0.238 2.913  0.049
6 H -2.583 0.904 -0.118  0.052
7 H -1.192 1.265 -1.921  0.079
8 N -0.668 0.021 -0.341  -0.158
9 H 1.344 -0.453 -2.134  0.017
10 H 1.698 -1.445 2.781  0.045
11 H -1.888 0.196 1.345  0.052
12 H 0.603 0.707 -3.394  -0.010
13 H -1.288 1.750 0.757  0.062
14 H 0.440 -0.189 0.365  0.020
15 O 1.369 -0.370 1.063  -0.281
16 C -0.450 0.537 -1.572  -0.365

- M: 88.130 g/mol
- Multiplicity: 1
- HOMO energy: -2.5 eV
- HOMO-LUMO gap: 6.9 eV
- Total charge: -1

=====

In order of decreasing stability: entry x, entry w.

=====

Entry w
# C9H14

A 2-piece molecular cluster, C9H14 overall (ωB97M-V/def2-TZVPD, OMol25).

Last column: Löwdin charge in e.
Positions of all 23 atoms, in Å:
1 H -1.030 3.507 1.322  0.100
2 H 1.113 0.075 -0.797  0.049
3 H -0.040 -2.504 -4.401  0.059
4 C 0.596 0.555 1.198  -0.278
5 H -1.189 2.816 3.733  0.100
6 H 2.378 -0.332 0.305  0.083
7 C -0.503 2.324 3.050  -0.105
8 H -1.540 -3.056 -3.806  0.057
9 H 0.460 1.034 4.534  0.100
10 H 1.124 -1.403 0.323  0.083
11 C 0.059 1.753 0.775  -0.058
12 C -0.562 2.606 1.699  -0.089
13 H -1.529 -1.498 -1.936  0.062
14 H 0.013 -0.749 -2.499  0.037
15 C -0.866 -1.323 -2.775  -0.173
16 C 0.688 0.295 2.570  -0.058
17 H 1.421 -0.430 2.898  0.110
18 H -0.116 -3.316 -2.736  0.059
19 C 0.189 1.195 3.497  -0.091
20 H -1.455 -0.680 -3.432  0.059
21 C -0.582 -2.669 -3.473  -0.158
22 C 1.284 -0.330 0.191  -0.059
23 H 0.088 2.132 -0.240  0.109

- M: 122.211 g/mol
- Multiplicity: 1
- HOMO energy: -9.0 eV
- Structure (SMILES): Cc1ccccc1.CC
- HOMO-LUMO gap: 10.0 eV
- Total charge: 0

=====

Entry x
# C9H14

A 2-piece molecular cluster, C9H14 overall (ωB97M-V/def2-TZVPD, OMol25).

Last column: Löwdin charge in e.
Positions of all 23 atoms, in Å:
1 H -0.411 0.906 -1.815  0.096
2 H 3.488 -1.650 -0.397  0.107
3 C -3.136 1.740 0.744  -0.180
4 C -2.178 1.756 1.947  -0.150
5 H -3.747 2.635 0.654  0.055
6 C 1.380 -1.430 -0.203  -0.281
7 H -2.579 1.776 -0.200  0.047
8 C 0.212 -0.848 -0.726  -0.047
9 H -2.775 1.465 2.812  0.060
10 C 1.607 0.463 -2.231  -0.102
11 C 2.604 -1.164 -0.794  -0.063
12 H 3.717 -0.009 -2.197  0.099
13 C 2.736 -0.214 -1.800  -0.088
14 H -1.799 2.759 2.087  0.061
15 H 2.154 -3.007 1.087  0.073
16 H 1.706 1.240 -2.977  0.099
17 H -1.449 0.972 1.769  0.047
18 H -0.729 -0.961 -0.203  0.105
19 H -3.803 0.886 0.644  0.060
20 C 1.249 -2.432 0.917  -0.055
21 H 0.919 -1.958 1.843  0.079
22 H 0.447 -3.118 0.666  0.075
23 C 0.388 0.194 -1.628  -0.098

- M: 122.211 g/mol
- Multiplicity: 1
- HOMO energy: -9.0 eV
- Structure (SMILES): Cc1ccccc1.CC
- HOMO-LUMO gap: 10.0 eV
- Total charge: 0

=====

Entry y
# C9H14

A 2-piece molecular cluster, C9H14 overall (ωB97M-V/def2-TZVPD, OMol25).

Last column: Löwdin charge in e.
Positions of all 23 atoms, in Å:
1 C -1.944 -1.067 2.927  -0.169
2 H -1.713 -1.971 3.489  0.055
3 C -1.012 0.295 -2.037  -0.075
4 H -0.340 0.133 3.918  0.054
5 C -0.894 0.048 3.000  -0.166
6 H 3.576 -0.354 -1.709  0.082
7 C 0.226 -0.236 -2.427  -0.072
8 H 2.351 1.463 -0.646  0.107
9 C -0.992 1.098 -0.907  -0.113
10 H -1.927 1.494 -0.525  0.100
11 H -1.491 0.953 2.797  0.065
12 H -1.891 0.096 -2.646  0.105
13 H 2.428 -1.819 -1.485  0.097
14 H -0.168 0.146 2.215  0.031
15 H 2.776 -1.392 -2.936  0.064
16 C 2.650 -0.862 -2.007  -0.058
17 H 0.301 2.390 0.257  0.105
18 C 1.419 0.942 -0.811  -0.057
19 H -2.912 -0.694 3.238  0.048
20 H -2.197 -1.367 1.868  0.076
21 C 1.454 0.030 -1.867  -0.290
22 C 0.210 1.520 -0.385  -0.100
23 H 0.087 -0.847 -3.322  0.110

- M: 122.211 g/mol
- Multiplicity: 1
- HOMO energy: -9.0 eV
- Structure (SMILES): Cc1ccccc1.CC
- HOMO-LUMO gap: 10.1 eV
- Total charge: 0

=====

In order of decreasing stability: entry x, entry w, entry y.